No. 1
{
  "formula": "C10H30ClO5",
  "method": "wB97M-V/def2-TZVPD",
  "species": ["Cl", "C", "C", "O", "H", "H", "H", "H", "H", "H", "C", "C", "O", "H", "H", "H", "H", "H", "H", "C", "C", "O", "H", "H", "H", "H", "H", "H", "C", "C", "O", "H", "H", "H", "H", "H", "H", "C", "C", "O", "H", "H", "H", "H", "H", "H"],
  "coordinates": [[26.791, 10.539, -28.605], [21.437, 11.663, -28.683], [22.776, 10.908, -28.750], [23.733, 11.718, -29.461], [20.618, 10.993, -28.421], [21.193, 12.017, -29.684], [21.629, 12.532, -28.054], [22.542, 10.023, -29.343], [23.054, 10.494, -27.781], [24.508, 11.159, -29.369], [24.799, 10.566, -23.561], [25.134, 11.082, -24.986], [26.256, 10.306, -25.301], [25.735, 10.539, -23.003], [24.353, 9.575, -23.476], [24.074, 11.304, -23.216], [25.291, 12.160, -25.015], [24.326, 10.857, -25.683], [26.474, 10.415, -26.229], [23.448, 6.297, -26.765], [23.686, 7.805, -26.991], [24.690, 7.907, -27.969], [24.353, 5.894, -26.310], [23.351, 5.710, -27.679], [22.639, 5.973, -26.111], [23.886, 8.203, -25.996], [22.736, 8.262, -27.270], [25.136, 8.749, -27.855], [30.672, 12.045, -25.361], [29.190, 11.945, -25.684], [28.902, 12.544, -26.869], [30.780, 11.709, -24.330], [31.075, 13.055, -25.434], [31.183, 11.435, -26.106], [28.648, 12.403, -24.857], [28.887, 10.909, -25.840], [28.185, 12.073, -27.299], [31.036, 11.176, -29.588], [30.093, 11.049, -30.785], [29.248, 9.931, -30.540], [30.477, 11.272, -28.657], [31.473, 12.174, -29.596], [31.689, 10.321, -29.409], [30.618, 10.935, -31.733], [29.489, 11.944, -30.936], [28.492, 10.264, -30.050]],
  "lowdin_charge": [-0.02, -0.09, -0.33, -0.10, 0.07, 0.07, 0.07, 0.10, 0.08, -0.04, -0.09, -0.32, -0.12, 0.07, 0.06, 0.06, 0.11, 0.09, -0.05, -0.10, -0.34, -0.08, 0.07, 0.07, 0.06, 0.10, 0.09, -0.02, -0.09, -0.39, -0.09, 0.07, 0.07, 0.06, 0.10, 0.11, -0.03, -0.09, -0.32, -0.14, 0.05, 0.07, 0.07, 0.09, 0.10, -0.09],
  "e_lumo_ev": 3.1,
  "charge": -1,
  "de_lowest_ev": 0.806,
  "energy_ha": -1235.4389,
  "gap_ev": 9.19
}



No. 2
{
  "formula": "C10H30ClO5S3",
  "method": "wB97M-V/def2-TZVPD",
  "species": ["Cl", "C", "C", "O", "H", "H", "H", "H", "H", "H", "C", "C", "O", "H", "H", "H", "H", "H", "H", "C", "S", "O", "C", "H", "H", "H", "H", "H", "H", "C", "S", "O", "C", "H", "H", "H", "H", "H", "H", "C", "S", "O", "C", "H", "H", "H", "H", "H", "H"],
  "coordinates": [[0.097, 0.886, 0.619], [-0.802, 0.162, -4.169], [-0.354, -0.002, -2.720], [-1.444, 0.222, -1.746], [-0.047, 0.413, -4.974], [-1.790, 0.890, -4.278], [-1.257, -0.834, -4.501], [0.178, 0.982, -2.286], [0.131, -0.839, -2.525], [-1.178, 0.625, -0.962], [-3.934, -0.830, 3.825], [-2.900, -0.524, 2.681], [-1.699, 0.098, 3.160], [-4.300, -1.833, 3.683], [-4.685, -0.088, 3.864], [-3.697, -0.719, 4.959], [-3.368, -0.225, 1.648], [-2.643, -1.515, 2.459], [-1.223, 0.403, 2.296], [3.603, -0.290, 0.026], [2.426, -0.775, 1.232], [2.962, -2.186, 1.390], [3.173, 0.032, 2.611], [3.678, 0.788, -0.078], [3.342, -0.844, -0.780], [4.613, -0.326, 0.622], [2.406, -0.323, 3.471], [3.008, 1.038, 2.484], [4.080, -0.048, 2.740], [0.012, -3.686, -0.526], [-1.614, -3.116, -0.924], [-2.557, -4.331, -0.591], [-1.941, -2.050, 0.400], [0.862, -2.807, -0.527], [0.343, -4.467, -1.086], [-0.103, -3.869, 0.477], [-1.775, -2.516, 1.516], [-2.757, -1.406, 0.231], [-1.072, -1.399, 0.606], [0.659, 4.262, -0.486], [0.339, 3.453, -2.122], [0.464, 4.554, -3.190], [1.913, 2.504, -2.103], [1.388, 4.907, -0.509], [0.780, 3.589, 0.179], [-0.145, 4.928, -0.173], [1.996, 1.838, -1.137], [2.727, 3.282, -1.794], [2.110, 1.992, -2.989]],
  "lowdin_charge": [0.05, -0.10, -0.30, -0.19, 0.07, 0.13, 0.07, 0.06, 0.04, -0.15, -0.08, -0.34, -0.15, 0.05, 0.03, 0.10, 0.14, 0.00, -0.03, -0.27, 0.71, -0.59, -0.25, 0.03, 0.01, 0.10, 0.13, 0.02, -0.05, -0.26, 0.83, -0.60, -0.35, 0.11, 0.01, 0.01, 0.13, 0.03, 0.00, -0.22, 0.85, -0.60, -0.30, -0.01, -0.08, 0.07, 0.03, 0.08, 0.01],
  "e_lumo_ev": 2.5,
  "charge": -1,
  "de_lowest_ev": 2.258,
  "energy_ha": -2429.6940,
  "gap_ev": 8.06
}



No. 3
{
  "formula": "C10H30O10",
  "method": "wB97M-V/def2-TZVPD",
  "species": ["O", "C", "C", "O", "H", "H", "H", "H", "H", "H", "O", "C", "C", "O", "H", "H", "H", "H", "H", "H", "O", "C", "C", "O", "H", "H", "H", "H", "H", "H", "O", "C", "C", "O", "H", "H", "H", "H", "H", "H", "O", "C", "C", "O", "H", "H", "H", "H", "H", "H"],
  "coordinates": [[-15.726, 25.953, -18.031], [-15.016, 25.684, -16.839], [-14.055, 24.510, -17.000], [-14.739, 23.278, -16.843], [-16.290, 25.220, -18.291], [-14.401, 26.556, -16.622], [-15.677, 25.515, -15.987], [-13.319, 24.581, -16.184], [-13.450, 24.638, -17.901], [-14.114, 22.589, -17.134], [-14.795, 17.898, -19.155], [-15.303, 19.158, -18.700], [-14.972, 20.256, -19.708], [-15.606, 20.085, -20.980], [-13.962, 17.771, -18.688], [-16.383, 19.034, -18.601], [-14.903, 19.385, -17.711], [-13.909, 20.437, -19.876], [-15.347, 21.191, -19.282], [-15.052, 19.424, -21.412], [-12.923, 18.769, -16.503], [-12.880, 19.961, -15.699], [-12.176, 21.061, -16.475], [-12.878, 21.363, -17.672], [-12.196, 18.181, -16.229], [-13.918, 20.274, -15.546], [-12.473, 19.756, -14.707], [-11.165, 20.711, -16.683], [-12.242, 21.954, -15.846], [-12.307, 21.071, -18.383], [-10.996, 20.663, -19.899], [-10.785, 19.423, -20.588], [-11.304, 18.293, -19.695], [-10.294, 17.531, -19.086], [-10.675, 21.372, -20.465], [-11.223, 19.501, -21.582], [-9.700, 19.309, -20.678], [-11.924, 17.658, -20.336], [-11.955, 18.730, -18.930], [-10.727, 16.744, -18.704], [-10.762, 17.027, -15.792], [-11.175, 15.666, -15.733], [-12.044, 15.246, -16.908], [-11.386, 15.158, -18.170], [-9.938, 17.163, -15.321], [-10.308, 15.031, -15.525], [-11.779, 15.538, -14.823], [-12.920, 15.891, -16.998], [-12.463, 14.291, -16.567], [-11.013, 14.275, -18.237]],
  "lowdin_charge": [-0.06, -0.25, -0.26, -0.08, 0.09, 0.12, 0.12, 0.11, 0.12, 0.03, -0.08, -0.22, -0.24, -0.06, 0.04, 0.12, 0.09, 0.10, 0.12, 0.08, -0.10, -0.21, -0.21, -0.09, 0.04, 0.12, 0.12, 0.13, 0.12, 0.04, -0.09, -0.19, -0.25, -0.06, 0.09, 0.12, 0.12, 0.12, 0.09, 0.04, -0.07, -0.22, -0.21, -0.05, 0.10, 0.13, 0.12, 0.12, 0.13, 0.11],
  "e_lumo_ev": 0.2,
  "de_lowest_ev": 0.289,
  "energy_ha": -1151.3202,
  "smiles": "OCCO.OCCO.OCCO.OCCO.OCCO",
  "gap_ev": 9.63
}